Here is a gas-phase ion, C2H5N4O2 (charge +1) at a distorted geometry from OMol25. Energies are from the ωB97M-V functional and the def2-TZVPD basis.

The geometry in ORCA input format:
```
! RIJCOSX wB97M-V def2-TZVPD def2/J DEFGRID3
* xyz 1 1
O -1.27640 2.05453 -1.55523
N -1.64571 1.02822 -0.76244
C -0.62261 0.30363 -0.17358
N 0.84407 0.65974 -0.36705
C 1.47739 -0.45125 0.44129
O 2.94032 -0.57439 0.54188
N 0.39464 -1.31551 1.05056
N -0.90107 -0.89660 0.70416
H -0.72972 1.61241 -2.28739
H -2.62271 0.72941 -0.55004
H 3.32602 0.32091 0.30934
H 0.62021 -2.13209 1.66009
H -1.80442 -1.33901 0.98841
*
```

Calculated values
HOMO energy ... -13.86 eV
E_tot ... -448.269371 a.u.
SMILES string ... ONc1nc(O)[nH][nH+]1
Energy relative to the best compared isomer or geometry (same formula, charge and spin) ... 3.388 eV
M ... 117.1 Da

---

Here is a gas-phase ion, C2H5N4S (charge -1) at a distorted geometry from OMol25. Energies are from the ωB97M-V functional and the def2-TZVPD basis.

The geometry in ORCA input format:
```
! RIJCOSX wB97M-V def2-TZVPD def2/J DEFGRID3
* xyz -1 3
C -0.01921 -1.27003 -0.18543
C -1.35232 0.96551 0.09910
N 1.02273 0.88009 -0.15064
N 1.36227 -1.33438 0.10359
N -0.21966 0.39795 -0.54379
N 1.83464 -0.10824 0.05146
S 3.43794 0.26070 0.29736
H -0.31112 -1.75380 -1.10469
H -0.56594 -1.38404 0.77943
H -2.26046 0.44063 -0.30098
H -1.35323 0.79655 1.25141
H -1.57564 2.10908 -0.29682
*
```

Calculated values
HOMO energy (alpha / beta) ... -0.68 / -2.71 eV
E_tot ... -696.230353 a.u.
Energy relative to the best compared isomer or geometry (same formula, charge and spin) ... 1.204 eV
M ... 117.2 Da

---

Here is a single C2H5N5 molecule at a distorted geometry from OMol25. Energies are from the ωB97M-V functional and the def2-TZVPD basis.

The geometry in ORCA input format:
```
! RIJCOSX wB97M-V def2-TZVPD def2/J DEFGRID3
* xyz 0 1
C -0.70726 0.16676 1.70022
C 0.48693 -0.30369 -0.35398
H -1.62372 -0.51176 1.55892
H -0.35269 0.02724 2.81575
H -1.21652 1.27992 1.58585
H 1.31995 0.22261 1.61915
H -0.57535 0.20442 -3.15465
N 0.47499 -0.25263 1.08933
N 1.62638 -0.49394 -1.14811
N 1.16150 -0.25079 -2.40518
N -0.07015 -0.09862 -2.27593
N -0.52406 0.01046 -1.03137
*
```

Calculated values
HOMO energy ... -9.21 eV
E_tot ... -352.897041 a.u.
SMILES string ... CNc1nn[nH]n1
Energy relative to the best compared isomer or geometry (same formula, charge and spin) ... 3.204 eV
M ... 99.1 Da

---

Here is a single C2H5N5O molecule at a distorted geometry from OMol25. Energies are from the ωB97M-V functional and the def2-TZVPD basis.

The geometry in ORCA input format:
```
! RIJCOSX wB97M-V def2-TZVPD def2/J DEFGRID3
* xyz 0 1
C 0.60046 -1.20652 1.12591
C 0.14219 0.21032 -0.66327
H 0.86610 -0.33528 2.02277
H 1.43305 -1.38628 0.25367
H 0.07242 -2.22350 1.47660
H -2.08717 -0.18772 1.35310
H 0.55730 1.62524 -2.43801
N -0.33612 -0.42461 0.40310
N -1.24770 0.36007 1.03413
N -1.46545 1.43695 0.21774
N -0.55077 1.50250 -0.62084
N 0.97547 -0.09062 -1.57928
O 1.04023 0.71945 -2.58560
*
```

Calculated values
HOMO energy ... -7.96 eV
E_tot ... -428.016807 a.u.
SMILES string ... Cn1[nH]nn/c1=N\O
Energy relative to the best compared isomer or geometry (same formula, charge and spin) ... 5.614 eV
M ... 115.1 Da

---

Here is a molecular structure, C2H5N5O at a distorted geometry from OMol25. Energies are from the ωB97M-V functional and the def2-TZVPD basis.

The geometry in ORCA input format:
```
! RIJCOSX wB97M-V def2-TZVPD def2/J DEFGRID3
* xyz 0 1
C -0.30347 -0.22938 -1.83900
C -0.59537 -0.46878 -0.33889
H 0.26309 -0.29489 2.22225
H 1.63006 -1.63955 1.30715
H 1.44359 1.62809 -0.69973
H -0.87383 -0.47423 -2.82486
H -2.55755 1.54625 1.50656
N 1.21675 -0.35106 1.51727
N 0.50194 0.12297 0.24985
N 1.55142 0.18001 -0.70309
N 0.95616 0.07015 -1.92813
N -1.71901 -0.30299 0.12126
O -1.51378 0.21341 1.40936
*
```

Calculated values
HOMO energy ... -8.57 eV
E_tot ... -427.751749 a.u.
Energy relative to the best compared isomer or geometry (same formula, charge and spin) ... 12.827 eV
M ... 115.1 Da

---

Here is a gas-phase ion, C2H5N6O3S (charge +1) at a distorted geometry from OMol25. Energies are from the ωB97M-V functional and the def2-TZVPD basis.

The geometry in ORCA input format:
```
! RIJCOSX wB97M-V def2-TZVPD def2/J DEFGRID3
* xyz 1 1
C -0.17763 1.35226 -2.21555
C 0.11386 -1.66265 0.25158
N 0.10812 2.09570 0.47016
N -0.46304 0.69128 -1.17082
N -0.67942 -2.46181 0.96978
N 0.01313 -0.23759 0.92543
N -0.10595 0.95892 0.05413
N 0.62157 -0.11183 2.26734
O 0.62712 -1.14805 2.83926
O 0.95491 -1.61931 -0.58567
O 1.07387 0.95563 2.60109
S -0.95807 1.01171 -3.61640
H 0.61120 2.03930 -2.44559
H -0.01454 2.24317 1.42601
H -1.12400 -2.13218 1.76308
H -0.60847 -3.48365 0.91146
H 0.00734 1.50910 -4.44530
*
```

Calculated values
HOMO energy ... -14.40 eV
E_tot ... -1031.109395 a.u.
SMILES string ... [H]/N=[N+](/N=C/S)N(C(N)=O)[N+](=O)[O-]
Energy relative to the best compared isomer or geometry (same formula, charge and spin) ... 1.667 eV
M ... 193.2 Da

---

Here is a single C2H5NO molecule from OMol25. Energies are from the ωB97M-V functional and the def2-TZVPD basis.

The geometry in ORCA input format:
```
! RIJCOSX wB97M-V def2-TZVPD def2/J DEFGRID3
* xyz 0 1
C -1.16503 0.35605 0.57113
N -0.24327 -0.15011 -0.56742
C 1.12998 -0.23057 -0.09436
O 1.56705 -1.24953 0.36664
H -0.77910 -0.12492 1.47743
H -0.98936 1.43676 0.62705
H -0.55020 -1.07947 -0.85474
H -0.34762 0.49030 -1.35317
H 1.66521 0.72808 -0.15946
*
```

Calculated values
HOMO energy ... -7.28 eV
E_tot ... -209.077559 a.u.
Energy relative to the best compared isomer or geometry (same formula, charge and spin) ... 3.939 eV
M ... 59.1 Da

---

Here is a single C2H5NO molecule at a distorted geometry from OMol25. Energies are from the ωB97M-V functional and the def2-TZVPD basis.

The geometry in ORCA input format:
```
! RIJCOSX wB97M-V def2-TZVPD def2/J DEFGRID3
* xyz 0 1
C 0.81733 -0.13249 0.45190
C -0.61333 -0.25514 -0.05999
N 1.84047 0.72379 0.04920
O 1.93768 -0.71090 -0.22339
H 0.72752 -0.26562 1.47197
H -0.47685 -0.23578 -1.13532
H -1.23514 0.66198 0.22568
H -1.08432 -1.19266 0.22638
H 1.45869 1.27919 -0.73233
*
```

Calculated values
HOMO energy ... -9.99 eV
E_tot ... -209.088871 a.u.
SMILES string ... C[C@@H]1NO1
Energy relative to the best compared isomer or geometry (same formula, charge and spin) ... 3.632 eV
M ... 59.1 Da

---

Here is a single C2H5NO molecule at a distorted geometry from OMol25. Energies are from the ωB97M-V functional and the def2-TZVPD basis.

The geometry in ORCA input format:
```
! RIJCOSX wB97M-V def2-TZVPD def2/J DEFGRID3
* xyz 0 1
C -1.77119 0.10350 -0.01584
C 0.76682 0.37700 0.03693
H -1.82014 1.08970 -0.63762
H -2.35596 0.16070 1.07146
H -2.43845 -0.75117 -0.62797
H -0.32864 -1.29526 0.13378
H 0.59686 1.43920 0.09871
N -0.38710 -0.33062 0.01319
O 1.88529 -0.15149 -0.03215
*
```

Calculated values
HOMO energy ... -9.79 eV
E_tot ... -209.169352 a.u.
SMILES string ... CNC=O
Energy relative to the best compared isomer or geometry (same formula, charge and spin) ... 1.442 eV
M ... 59.1 Da

---

Here is a single C2H5NO molecule at a distorted geometry from OMol25. Energies are from the ωB97M-V functional and the def2-TZVPD basis.

The geometry in ORCA input format:
```
! RIJCOSX wB97M-V def2-TZVPD def2/J DEFGRID3
* xyz 0 1
C 0.03848 1.39003 0.60740
C 0.00083 -1.68989 -0.81383
H -0.53197 1.29468 1.67404
H -0.83385 1.80054 -0.07609
H 1.07787 2.07132 0.57392
H 1.12236 -1.94544 -0.66467
H -0.72321 -2.29272 -1.33813
N -0.58030 -0.65511 -0.28413
O 0.42978 0.02659 0.32149
*
```

Calculated values
HOMO energy ... -9.41 eV
E_tot ... -209.074532 a.u.
SMILES string ... C=NOC
Energy relative to the best compared isomer or geometry (same formula, charge and spin) ... 4.022 eV
M ... 59.1 Da

---

Here is a single C2H5NO molecule at a distorted geometry from OMol25. Energies are from the ωB97M-V functional and the def2-TZVPD basis.

The geometry in ORCA input format:
```
! RIJCOSX wB97M-V def2-TZVPD def2/J DEFGRID3
* xyz 0 1
C -0.47800 -0.71022 -0.67187
C 0.79772 0.94421 0.60663
H 0.34021 -1.52478 -0.36998
H -0.26314 -0.30179 -1.65907
H -1.44725 -1.22731 -0.83664
H -1.11033 0.28321 1.11499
H 1.64726 0.56678 -0.07577
N -0.44269 0.37881 0.26764
O 0.95623 1.59108 1.62406
*
```

Calculated values
HOMO energy ... -9.78 eV
E_tot ... -209.181677 a.u.
SMILES string ... CNC=O
Energy relative to the best compared isomer or geometry (same formula, charge and spin) ... 1.106 eV
M ... 59.1 Da

---

Here is a single C2H5NO molecule at a distorted geometry from OMol25. Energies are from the ωB97M-V functional and the def2-TZVPD basis.

The geometry in ORCA input format:
```
! RIJCOSX wB97M-V def2-TZVPD def2/J DEFGRID3
* xyz 0 1
C -1.04075 0.18008 0.31263
N 0.17309 0.42833 -0.47313
C 1.35550 -0.23808 -0.10330
O 1.42123 -1.08534 0.75634
H -0.75344 -0.23772 1.27211
H -1.58187 1.12667 0.41870
H -1.72596 -0.52840 -0.17791
H -0.12985 0.22456 -1.40917
H 2.28205 0.12991 -0.59626
*
```

Calculated values
HOMO energy ... -9.95 eV
E_tot ... -209.185499 a.u.
SMILES string ... CNC=O
Energy relative to the best compared isomer or geometry (same formula, charge and spin) ... 1.002 eV
M ... 59.1 Da